Run A
An isolated ion of composition C8H9N4O and charge +1. Source: the OMol25 dataset; level of theory: wB97M-V/def2-TZVPD.

E_LUMO = -3.508 eV
Total charge = +1
Highest occupied orbital energy = -13.51 eV
Multiplicity = 1
SMILES = Cc1[nH]cc(C(=O)n2cccn2)[nH+]1
Kohn-Sham gap = 10.0 eV

Positions of all 22 atoms, in Å:
C -2.2187 -1.9110 -2.9993
C -1.3945 -2.1975 -1.8838
C -2.1488 -0.5599 -3.1515
C 0.1633 2.5013 0.0898
C -0.1313 1.3132 -0.5163
C 1.0985 0.8708 1.2435
C -0.9981 1.2372 -1.8922
C 1.8680 0.1689 2.2841
N -0.8689 -1.1080 -1.3937
N 0.9227 2.1984 1.1784
N -1.3220 -0.0801 -2.1606
N 0.4592 0.3249 0.2122
O -1.3012 2.2010 -2.5110
H -2.7723 -2.6213 -3.5751
H -1.1787 -3.1492 -1.4383
H -2.6005 0.1079 -3.8543
H -0.1154 3.4959 -0.1920
H 2.3965 -0.6833 1.8648
H 2.5857 0.8451 2.7429
H 1.2062 -0.2047 3.0659
H 1.2895 2.8701 1.8387
H 0.2783 -0.6438 -0.1000



Run B
A 2-piece molecular cluster, C8H9N4O overall. Source: the OMol25 dataset; level of theory: wB97M-V/def2-TZVPD.

E_LUMO = -4.405 eV
Total charge = +1
Highest occupied orbital energy = -12.80 eV
Multiplicity = 1
Kohn-Sham gap = 8.4 eV

Positions of all 22 atoms, in Å:
C 2.1492 1.2215 1.5039
C 0.0527 -1.7080 -0.4030
C 0.9064 -0.7133 -0.7105
C -1.2157 0.0343 -0.9355
C 0.7188 -0.0191 2.7788
C -0.1892 2.2794 -2.1601
C 1.8083 0.7242 2.7625
C -2.4372 -1.9681 -0.1922
N 2.3327 1.6372 0.4290
N -1.2005 -1.1631 -0.4555
N 0.0882 0.3725 -1.0453
N 0.4681 1.5959 -1.3141
O -0.2654 -0.5281 2.5216
H 0.2927 -2.5664 0.2610
H 1.8958 -0.6270 -0.9165
H -1.0484 1.8240 -2.4717
H -0.0240 3.2680 -2.2346
H 2.4194 1.0324 3.6005
H -2.5389 -1.8928 0.9249
H -3.2973 -1.7138 -0.8606
H -2.1767 -3.0102 -0.3660
H 1.2611 1.9206 -0.7166



Computed energies relative to the best structure, in hartree: run A 0.0000; run B 0.2116



Run A
C2H2Cl3I as an isolated structure. Source: the OMol25 dataset; level of theory: wB97M-V/def2-TZVPD.

E_LUMO = 0.360 eV
Highest occupied orbital energy = -9.80 eV
Multiplicity = 1
Kohn-Sham gap = 10.2 eV

Positions of all 8 atoms, in Å:
C 0.4985 0.3713 -0.4443
C 0.1035 2.0816 -0.0380
Cl 0.4365 3.0715 -1.4230
Cl 0.8787 2.7459 1.2512
Cl -1.6772 1.8885 0.1348
I 2.4938 -0.0733 0.0700
H -0.2099 -0.0846 0.2052
H 0.3187 0.3009 -1.4083



Run B
One molecule with the formula C2H2Cl3I. Source: the OMol25 dataset; level of theory: wB97M-V/def2-TZVPD.

E_LUMO = 0.413 eV
Highest occupied orbital energy = -9.77 eV
Multiplicity = 1
SMILES = ClC(Cl)(Cl)CI
Kohn-Sham gap = 10.2 eV

Positions of all 8 atoms, in Å:
C -0.3131 0.7583 0.3170
C 0.3076 -0.7096 -0.4792
Cl -0.9705 -1.8037 -0.8821
Cl 1.5205 -1.5600 0.5193
Cl 1.0590 -0.0683 -1.8155
I -1.0629 0.6977 2.2449
H 0.4615 1.5329 0.4224
H -1.0020 1.1527 -0.3268



Computed energies relative to the best structure, in hartree: run A 0.0081; run B 0.0000



Run A
A 2-piece molecular cluster, C3H7N5 overall. Source: the OMol25 dataset; level of theory: wB97M-V/def2-TZVPD.

E_LUMO = 1.170 eV
Highest occupied orbital energy = -8.95 eV
Multiplicity = 1
SMILES = c1cn[nH]n1.C=NN
Kohn-Sham gap = 10.1 eV

Positions of all 15 atoms, in Å:
C -1.6731 1.2192 0.1860
C -1.1168 0.5566 -0.8539
C 1.4115 -1.1245 0.2808
N -2.4225 0.3788 0.8991
N -1.4717 -0.7057 -0.8368
N -2.3166 -0.7380 0.1890
N 2.4195 0.6720 -0.0518
N 1.5631 0.0163 0.7729
H -1.6874 2.1416 0.6493
H 1.9103 -1.5085 -0.7052
H 0.6800 -1.7675 0.7617
H -0.3982 0.7403 -1.5970
H -2.7274 -1.6365 0.2437
H 2.5802 1.5603 0.4208
H 3.2492 0.1957 -0.3587



Run B
A 2-piece molecular cluster, C3H7N5 overall. Source: the OMol25 dataset; level of theory: wB97M-V/def2-TZVPD.

E_LUMO (alpha / beta) = 0.759 / -0.577 eV
Highest occupied orbital energy (alpha / beta) = -9.45 / -7.56 eV
Multiplicity = 1
Kohn-Sham gap (alpha / beta) = 10.2 / 7.0 eV

Positions of all 15 atoms, in Å:
C 2.3470 0.5417 -0.8870
C 1.3811 -0.3668 -0.4350
C -1.5391 0.8718 -0.1509
N 3.4820 -0.1230 -1.0261
N 1.9383 -1.5494 -0.2830
N 3.1942 -1.3603 -0.6572
N -1.2486 -0.8017 1.3913
N -0.8156 0.3702 0.9750
H 2.2660 1.5849 -1.1050
H -2.5324 1.2065 0.1752
H -0.9997 1.7250 -0.5523
H -1.6832 0.1191 -0.9371
H 3.8938 -2.0871 -0.6601
H -0.6676 -1.2382 2.0921
H -1.7093 -1.4368 0.7365



Computed energies relative to the best structure, in hartree: run A 0.0000; run B 0.0785



Run A
One molecule with the formula C3H7N5. Source: the OMol25 dataset; level of theory: wB97M-V/def2-TZVPD.

E_LUMO (alpha / beta) = -0.358 / -0.429 eV
Highest occupied orbital energy (alpha / beta) = -8.95 / -8.96 eV
Multiplicity = 1
Kohn-Sham gap (alpha / beta) = 8.6 / 8.5 eV

Positions of all 15 atoms, in Å:
C -0.4584 -0.6461 1.3421
C 0.7901 0.4729 -0.0830
C -0.3452 -0.4440 -2.0660
N 0.3473 0.4572 1.1627
N -0.7586 -1.4460 0.3468
N 0.5590 -0.4472 -0.9967
N -1.1599 -0.7156 2.4942
N 1.5334 1.5919 -0.4233
H 0.2407 -0.2384 -3.0097
H -1.0447 -1.2265 -2.1036
H -0.9726 0.5019 -1.9745
H -1.0623 0.0424 3.1004
H -1.5854 -1.4958 2.7251
H 1.4768 2.1149 0.4243
H 2.4395 1.4786 -0.9388



Run B
One molecule with the formula C3H7N5. Source: the OMol25 dataset; level of theory: wB97M-V/def2-TZVPD.

E_LUMO = 0.599 eV
Highest occupied orbital energy = -9.02 eV
Multiplicity = 1
SMILES = [H]/N=C1/CN(N)N=C1N
Kohn-Sham gap = 9.6 eV

Positions of all 15 atoms, in Å:
C -1.2680 -0.0401 -0.5363
N -0.7849 1.2858 -0.2218
C 0.9633 -0.3140 0.3484
C -0.0577 -0.9698 -0.5546
N -1.5391 2.0490 0.5882
N 2.1815 -0.9623 0.5441
N 0.6355 0.8456 0.7354
N 0.0228 -1.9968 -1.2791
H -1.2731 3.0260 0.5204
H -1.5222 1.7343 1.5635
H 2.5845 -1.3368 -0.3047
H 2.8389 -0.3885 1.0524
H 0.8967 -2.5081 -1.1641
H -1.9588 -0.3933 0.2370
H -1.7195 -0.0308 -1.5287



Computed energies relative to the best structure, in hartree: run A 0.0232; run B 0.0000